# 1
Density functional theory data (the ωB97M-V functional and the def2-TZVPD basis) for 12 unconnected molecules or ions with the total composition C21H63N21O13 in a non-equilibrium geometry.

Results
**Electronic energy**: -80715.671 eV
**Net charge**: -2
**2S+1**: 1
**HOMO level**: -0.05869 hartree
**Gap between HOMO and LUMO**: 5.6 eV

Each atom is followed by the atoms it is bonded to, with distances in Å.
Atoms and positions in Å:
1 O -2.76374 -0.30326 0.97835  C2 1.403
2 C -1.44958 0.08345 0.67333  O1 1.403, C3 1.611, H5 1.115, H6 1.113
3 C -1.10906 1.02540 -0.58893  C2 1.611, O4 1.380, H7 1.115, H8 1.125
4 O -2.11348 1.71568 -1.23674  C3 1.380
5 H -0.75117 -0.78579 0.66550  C2 1.115
6 H -1.09280 0.61983 1.58122  C2 1.113
7 H -0.36550 0.55357 -1.27349  C3 1.115
8 H -0.29079 1.67391 -0.17019  C3 1.125
9 C 7.42061 -2.14831 0.81950  C10 1.555, H20 1.097, H21 1.101, H22 1.087
10 C 5.86818 -2.10962 0.89272  C9 1.555, C11 1.545, N15 1.427, C19 1.545
11 C 5.69175 -2.15253 2.42662  C10 1.545, C12 1.520, H23 1.095, H24 1.091
12 C 4.26908 -1.83762 2.86082  C11 1.520, C13 1.543, H25 1.098, H26 1.093
13 C 3.70715 -0.52406 2.27861  C12 1.543, C14 1.549, H27 1.089, H28 1.085
14 C 3.96262 -0.46959 0.75154  C13 1.549, N15 1.455, C17 1.540, C18 1.536
15 N 5.27355 -0.94073 0.32974  C10 1.427, C14 1.455, O16 1.391
16 O 5.68921 -0.56783 -0.94448  N15 1.391, H38 0.975
17 C 2.85005 -1.28238 0.06273  C14 1.540, H29 1.103, H30 1.099, H31 1.090
18 C 3.73793 1.00297 0.37890  C14 1.536, H32 1.092, H33 1.090, H34 1.091
19 C 5.39292 -3.43569 0.25928  C10 1.545, H35 1.091, H36 1.095, H37 1.092
20 H 7.91524 -1.20099 1.06893  C9 1.097
21 H 7.69363 -2.16006 -0.24719  C9 1.101
22 H 7.97029 -2.92337 1.34705  C9 1.087
23 H 5.93770 -3.19697 2.64486  C11 1.095
24 H 6.39698 -1.56271 3.01439  C11 1.091
25 H 4.32142 -1.65033 3.94187  C12 1.098
26 H 3.64026 -2.72761 2.78103  C12 1.093
27 H 4.30452 0.27677 2.71303  C13 1.089
28 H 2.63181 -0.52501 2.41996  C13 1.085
29 H 3.13955 -1.75299 -0.89152  C17 1.103
30 H 2.64391 -2.26029 0.52103  C17 1.099
31 H 1.88450 -0.80925 -0.11548  C17 1.090
32 H 3.34753 1.11210 -0.63499  C18 1.092
33 H 2.96937 1.44404 1.01287  C18 1.090
34 H 4.66099 1.58351 0.41754  C18 1.091
35 H 5.18831 -3.29969 -0.80333  C19 1.091
36 H 4.47900 -3.79829 0.74184  C19 1.095
37 H 6.09395 -4.25373 0.43621  C19 1.092
38 H 5.19850 -1.14227 -1.56040  O16 0.975
39 C 1.47874 3.14062 -3.13210  O40 1.235, N41 1.351, N42 1.375
40 O 2.22237 2.60223 -2.30602  C39 1.235
41 N 0.13771 3.17650 -2.97623  C39 1.351, H43 0.999, H44 1.016
42 N 1.98626 3.80169 -4.22614  C39 1.375, H45 1.003, H46 0.998
43 H -0.40042 3.56495 -3.72331  N41 0.999
44 H -0.22444 2.87849 -2.07500  N41 1.016
45 H 2.98877 3.76642 -4.24979  N42 1.003
46 H 1.45277 4.14719 -4.99589  N42 0.998
47 C 0.69106 -0.96050 4.72712  O48 1.219, N49 1.379, N50 1.377
48 O 1.32766 0.06564 4.89013  C47 1.219
49 N -0.29653 -1.09899 3.77434  C47 1.379, H51 1.001, H52 1.008
50 N 0.70427 -2.00695 5.62129  C47 1.377, H53 1.003, H54 0.997
51 H -0.59625 -2.04704 3.66295  N49 1.001
52 H -0.67595 -0.31008 3.27550  N49 1.008
53 H 1.31589 -1.85136 6.40051  N50 1.003
54 H 0.04096 -2.75114 5.58706  N50 0.997
55 C -4.29042 5.62624 -0.47597  O56 1.220, N57 1.368, N58 1.390
56 O -4.89468 4.78287 0.16585  C55 1.220
57 N -3.04820 5.35479 -0.97989  C55 1.368, H59 1.027, H60 0.999
58 N -4.72837 6.93733 -0.62408  C55 1.390, H61 1.001, H62 0.999
59 H -2.72507 4.39781 -0.79687  N57 1.027
60 H -2.55338 6.00725 -1.55217  N57 0.999
61 H -4.10971 7.58182 -1.07569  N58 1.001
62 H -5.51552 7.27057 -0.10775  N58 0.999
63 C -2.86281 -3.87312 0.39647  O64 1.250, N65 1.376, N66 1.381
64 O -2.92635 -5.04265 -0.04080  C63 1.250
65 N -2.45649 -2.83272 -0.40710  C63 1.376, H67 1.040, H68 1.003
66 N -2.76803 -3.52588 1.72925  C63 1.381, H69 1.020, H70 0.998
67 H -2.48999 -1.86756 -0.02162  N65 1.040
68 H -2.52217 -3.03840 -1.38625  N65 1.003
69 H -2.74677 -2.51309 1.85140  N66 1.020
70 H -2.70540 -4.18153 2.47861  N66 0.998
71 C 1.26637 -4.66467 1.71981  O72 1.241, N73 1.382, N74 1.360
72 O 2.24229 -4.97318 2.42222  C71 1.241
73 N 0.83238 -5.47623 0.68885  C71 1.382, H75 0.998, H76 1.005
74 N 0.65309 -3.45061 1.74993  C71 1.360, H77 1.008, H78 1.003
75 H 1.17469 -6.40578 0.56538  N73 0.998
76 H 0.31126 -5.07251 -0.06932  N73 1.005
77 H -0.13600 -3.31555 1.13746  N74 1.008
78 H 0.90685 -2.75549 2.42699  N74 1.003
79 C -4.27647 2.69940 -3.98848  O80 1.223, N81 1.388, N82 1.392
80 O -5.01705 2.37753 -3.06975  C79 1.223
81 N -2.91666 2.42665 -4.03697  C79 1.388, H83 1.047, H84 0.995
82 N -4.74010 3.36339 -5.12063  C79 1.392, H85 0.999, H86 1.002
83 H -2.69696 1.88724 -3.16713  N81 1.047
84 H -2.38282 2.68698 -4.83502  N81 0.995
85 H -4.10423 3.77127 -5.77465  N82 0.999
86 H -5.72301 3.54217 -5.19836  N82 1.002
87 C -2.69399 -1.96272 -3.62117  O88 1.243, N89 1.374, N90 1.369
88 O -1.49965 -2.26381 -3.45208  C87 1.243
89 N -3.59761 -2.64765 -4.39804  C87 1.374, H91 0.997, H92 1.003
90 N -3.21725 -0.90972 -2.91982  C87 1.369, H93 1.017, H94 1.004
91 H -4.49344 -2.27355 -4.62603  N89 0.997
92 H -3.28387 -3.52789 -4.76126  N89 1.003
93 H -2.58115 -0.23800 -2.49730  N90 1.017
94 H -4.13624 -0.62035 -3.20282  N90 1.004
95 C -3.28450 -0.14910 4.56558  O96 1.257, N97 1.356, N98 1.371
96 O -3.40564 -0.28870 5.80938  C95 1.257
97 N -3.25917 1.07170 3.97621  C95 1.356, H99 1.005, H100 1.024
98 N -3.44401 -1.23009 3.73804  C95 1.371, H101 0.996, H102 1.046
99 H -2.85381 1.79687 4.54226  N97 1.005
100 H -3.13304 1.21684 2.97015  N97 1.024
101 H -3.66306 -2.12632 4.11397  N98 0.996
102 H -3.12296 -1.06321 2.75669  N98 1.046
103 C -2.77743 3.88391 2.44450  O104 1.214, N105 1.375, N106 1.392
104 O -3.66908 3.11447 2.14986  C103 1.214
105 N -1.70451 4.05702 1.60175  C103 1.375, H107 1.024, H108 0.999
106 N -2.62845 4.49160 3.68842  C103 1.392, H109 0.998, H110 1.003
107 H -1.74966 3.46022 0.77036  N105 1.024
108 H -1.08109 4.81857 1.77324  N105 0.999
109 H -1.87455 5.10662 3.91155  N106 0.998
110 H -3.26846 4.23428 4.41615  N106 1.003
111 C 0.35845 0.02143 -5.08347  O112 1.250, N113 1.368, N114 1.353
112 O 0.57695 1.01716 -5.80757  C111 1.250
113 N 0.43161 0.09732 -3.71970  C111 1.368, H115 0.996, H116 1.010
114 N 0.10777 -1.21715 -5.56577  C111 1.353, H117 1.013, H118 0.999
115 H 0.48796 0.99043 -3.28148  N113 0.996
116 H -0.00819 -0.67506 -3.23950  N113 1.010
117 H -0.27517 -1.89675 -4.91886  N114 1.013
118 H 0.19574 -1.40064 -6.54409  N114 0.999

---

# 2
Density functional theory data (the ωB97M-V functional and the def2-TZVPD basis) for 7 unconnected molecules or ions with the total composition C11H26Cl2F9N3O7S in a non-equilibrium geometry.

Results
**Electronic energy**: -90949.289 eV
**Energy above the lowest of the compared OMol25 structures with the same formula, charge and spin**: 367.26 kJ/mol
**Net charge**: +2
**2S+1**: 1
**HOMO level**: -0.42358 hartree
**Gap between HOMO and LUMO**: 4.8 eV

Each atom is followed by the atoms it is bonded to, with distances in Å.
Atoms and positions in Å:
1 N 4.68054 1.95302 -4.38534  H2 1.010, H3 1.010, H4 1.010, H5 1.010
2 H 4.28987 2.54225 -5.10664  N1 1.010
3 H 4.88193 0.98796 -4.60489  N1 1.010
4 H 4.03477 2.01532 -3.61126  N1 1.010
5 H 5.46060 2.47346 -4.01018  N1 1.010
6 N -1.21066 1.80761 -7.49617  H7 1.010, H8 1.010, H9 1.010, H10 1.010
7 H -1.63942 2.70398 -7.31511  N6 1.010
8 H -1.67264 1.46044 -8.32452  N6 1.010
9 H -1.23718 1.17793 -6.70693  N6 1.010
10 H -0.33390 2.25055 -7.73113  N6 1.010
11 N -4.67865 7.18705 -2.60109  H12 1.010, H13 1.010, H14 1.010, H15 1.010
12 H -5.66289 7.36590 -2.74035  N11 1.010
13 H -4.21865 7.98545 -2.18750  N11 1.010
14 H -4.30486 6.98226 -3.51676  N11 1.010
15 H -4.43015 6.41313 -2.00160  N11 1.010
16 C -1.41177 0.05963 0.89690  F17 1.352, F18 1.321, F19 1.332, S20 1.975
17 F -2.73362 -0.21943 0.85937  C16 1.352
18 F -1.23427 0.63225 2.07457  C16 1.321
19 F -0.59814 -0.99236 0.82689  C16 1.332
20 S -1.07199 1.24044 -0.64940  C16 1.975, O21 1.476, O22 1.497, O23 1.454
21 O -1.46987 0.39217 -1.78931  S20 1.476
22 O -1.83997 2.50709 -0.43281  S20 1.497
23 O 0.37658 1.36356 -0.62000  S20 1.454
24 C -1.92824 -11.34777 7.86415  C25 1.514, H33 1.090, H34 1.090, H35 1.090
25 C -2.98240 -10.49725 7.18687  C24 1.514, O26 1.387, H36 1.090, H37 1.090
26 O -2.47843 -9.34331 6.60468  C25 1.387, C27 1.381
27 C -2.42627 -8.13778 7.27596  O26 1.381, O28 1.246, C29 1.553
28 O -2.67319 -7.94661 8.48223  C27 1.246
29 C -1.97814 -6.93723 6.39813  C27 1.553, F30 1.344, F31 1.361, F32 1.404
30 F -0.65277 -6.90277 6.61831  C29 1.344
31 F -2.08549 -7.12669 5.05441  C29 1.361
32 F -2.54100 -5.75744 6.91123  C29 1.404
33 H -1.42216 -10.89429 8.71640  C24 1.090
34 H -1.21343 -11.60906 7.08384  C24 1.090
35 H -2.44239 -12.24832 8.19997  C24 1.090
36 H -3.75575 -10.07160 7.82628  C25 1.090
37 H -3.38661 -11.15455 6.41702  C25 1.090
38 C 3.37913 9.32486 -0.80538  C39 1.469, H47 1.090, H48 1.090, H49 1.090
39 C 2.53735 8.32652 -0.13189  C38 1.469, O40 1.394, H50 1.090, H51 1.090
40 O 2.86988 8.12481 1.20725  C39 1.394, C41 1.392
41 C 3.92293 7.35946 1.70080  O40 1.392, O42 1.216, C43 1.498
42 O 4.76834 6.87540 0.97384  C41 1.216
43 C 3.91422 7.22513 3.19286  C41 1.498, F44 1.343, F45 1.358, F46 1.331
44 F 3.59458 5.96000 3.51262  C43 1.343
45 F 5.17662 7.43462 3.64720  C43 1.358
46 F 2.94411 7.95223 3.74116  C43 1.331
47 H 3.45579 10.26052 -0.25152  C38 1.090
48 H 2.83387 9.62270 -1.70097  C38 1.090
49 H 4.36166 8.99990 -1.14764  C38 1.090
50 H 2.72155 7.34410 -0.56665  C39 1.090
51 H 1.49815 8.55452 -0.36892  C39 1.090
52 Cl 0.22577 -6.50595 -7.15733  C53 1.799
53 C -0.59775 -5.58211 -5.85194  Cl52 1.799, C54 1.564, H56 1.090, H57 1.090
54 C 0.38489 -5.37913 -4.65166  C53 1.564, Cl55 1.769, H58 1.090, H59 1.090
55 Cl 1.57647 -4.10378 -4.93975  C54 1.769
56 H -1.48516 -6.09967 -5.48763  C53 1.090
57 H -0.97379 -4.66680 -6.30898  C53 1.090
58 H 0.94007 -6.27279 -4.36660  C54 1.090
59 H -0.05810 -5.06953 -3.70509  C54 1.090

---

# 3
Density functional theory data (the ωB97M-V functional and the def2-TZVPD basis) for 3 unconnected molecules or ions with the total composition C4H6N in a non-equilibrium geometry.

Results
**Electronic energy**: -5720.972 eV
**Energy above the lowest of the compared OMol25 structures with the same formula, charge and spin**: 562.37 kJ/mol
**Net charge**: +1
**2S+1**: 1
**HOMO level**: -0.52809 hartree
**Gap between HOMO and LUMO**: 8.6 eV

Each atom is followed by the atoms it is bonded to, with distances in Å.
Atoms and positions in Å:
1 C -1.59478 -0.12106 1.57147  N5 1.158, H6 1.084
2 C 1.34431 0.17581 -0.86319  C3 1.476, C4 1.492, H7 1.191, H8 1.160
3 C 1.82613 -0.60091 0.29555  C2 1.476, C4 1.336, H10 1.099
4 C 0.51477 -0.34638 0.26147  C2 1.492, C3 1.336, N5 1.357
5 N -0.62598 -0.38383 0.99505  C1 1.158, C4 1.357
6 H -2.51205 0.14842 2.08184  C1 1.084
7 H 1.40379 1.36481 -0.90356  C2 1.191
8 H 1.54724 -0.15434 -1.95664  C2 1.160
9 H -2.55461 0.78876 -1.47444  no bonds
10 H 2.69294 -0.93841 0.88061  C3 1.099
11 H -2.04176 0.06713 -0.88815  no bonds